Record 1
{"formula": "C15H25F3N2O2", "method": "ωB97M-V with the def2-TZVPD basis set", "orbital_gap_ev": 2.1, "total_energy_ev": -31174.159, "lumo_ev": -3.257, "molar_mass_g_mol": 322.4, "elements": ["C", "C", "C", "C", "N", "C", "C", "C", "C", "N", "C", "C", "C", "H", "H", "H", "H", "H", "H", "H", "H", "H", "H", "H", "H", "H", "H", "H", "H", "H", "H", "H", "C", "C", "O", "C", "O", "C", "F", "F", "F", "H", "H", "H", "H", "H", "H"], "coordinates": [[0.79286, 1.27492, 1.88393], [0.50213, 0.16471, 3.06629], [-0.27817, -1.18889, 2.54916], [0.44335, -1.96196, 1.29638], [1.63418, -2.82943, 1.69114], [1.79376, -3.78116, 0.48706], [1.76190, -5.41798, 0.58295], [1.90157, -6.27760, -0.84236], [2.06792, -5.42977, -2.27432], [2.13505, -3.91426, -2.30553], [2.32945, -3.07825, -3.58484], [0.85957, -2.38909, -3.96432], [2.00589, -3.11802, -1.01772], [0.40519, 2.36648, 2.17212], [0.34908, 0.97857, 0.82790], [1.96832, 1.37255, 1.72528], [1.53628, -0.09942, 3.59660], [-0.24379, 0.69548, 3.83241], [-1.34008, -0.81700, 2.15004], [-0.50693, -1.85707, 3.48282], [0.70896, -1.14430, 0.48180], [-0.33392, -2.70920, 0.78401], [1.40870, -3.46217, 2.49532], [1.64390, -5.97827, 1.62006], [1.88085, -7.46926, -0.88012], [2.13619, -6.02155, -3.30575], [3.10190, -2.22760, -3.27216], [2.74856, -3.73095, -4.47448], [0.48593, -2.69684, -5.05101], [0.88530, -1.21526, -3.94545], [0.09163, -2.74463, -3.13189], [2.05390, -1.93637, -1.05313], [-3.09658, 5.79555, -1.20531], [-1.91349, 6.30582, -0.40625], [-2.05194, 6.11258, 0.99720], [-1.74476, 4.80876, 1.56587], [-0.53854, 4.40224, 1.18414], [-2.87812, 3.73297, 1.33569], [-4.11500, 4.30189, 1.43521], [-2.84979, 2.76161, 2.29263], [-2.84144, 3.10082, 0.13785], [-4.04181, 6.00344, -0.69556], [-3.11582, 6.26123, -2.19567], [-3.02948, 4.71842, -1.36453], [-1.87362, 7.39294, -0.54335], [-0.96632, 5.92055, -0.79681], [-1.87272, 5.02478, 2.63667]], "atomic_forces_ev_per_a": [[0.82, 0.35, -0.13], [-0.26, 0.49, -0.05], [-0.38, 1.00, -0.19], [-2.25, 0.46, -0.04], [-0.45, -2.70, -3.53], [0.68, -1.75, -2.28], [0.49, 1.57, -4.05], [0.10, 4.59, -0.12], [-0.26, 0.61, 3.23], [-0.33, -2.08, 4.29], [-0.36, 1.15, -0.31], [-0.32, -0.08, -0.01], [-0.22, -2.75, 1.27], [0.60, -2.37, -0.88], [0.64, 0.66, 2.24], [-2.44, -0.25, 0.30], [-2.41, 0.46, -0.99], [1.81, -1.37, -1.47], [2.34, -0.89, 0.72], [0.60, 0.86, -1.91], [-0.18, -1.76, 1.91], [1.27, 1.86, 1.11], [0.07, 0.96, -0.86], [0.28, 1.34, -2.49], [0.03, 3.06, 0.08], [-0.12, 1.72, 2.50], [-1.61, -2.06, -0.88], [-0.83, 1.22, 2.18], [0.86, 0.48, 2.53], [0.20, -2.37, 0.06], [1.51, 0.76, -2.00], [-0.03, -2.85, -0.32], [-0.10, -0.42, -0.33], [-0.01, 0.34, 0.40], [-1.01, 0.07, -0.35], [2.21, -0.29, -0.84], [-1.12, -0.67, 0.51], [-0.09, 0.90, -0.29], [0.08, -0.37, -0.04], [0.18, 0.19, -0.32], [0.01, -0.14, 0.46], [0.14, 0.08, -0.04], [-0.01, 0.08, 0.03], [-0.09, 0.11, 0.03], [0.05, -0.02, 0.22], [-0.05, -0.27, 0.25], [-0.06, 0.12, 0.39]], "mulliken_charge": [-0.75, -0.34, -0.67, -0.21, -0.31, 0.18, -0.34, -0.48, -0.05, 0.16, -0.41, -0.78, -0.14, 0.17, 0.19, 0.24, 0.25, 0.31, 0.25, 0.32, -0.02, 0.33, 0.37, 0.27, 0.30, 0.32, 0.31, 0.32, 0.28, 0.28, 0.27, 0.35, -0.97, -0.25, -0.38, 0.07, -0.86, 0.74, -0.30, -0.30, -0.29, 0.22, 0.41, 0.18, 0.29, 0.26, 0.20]}

---

Record 2
{"formula": "C3H10N4O", "method": "ωB97M-V with the def2-TZVPD basis set", "orbital_gap_ev": 9.9, "total_energy_ev": -11280.615, "lumo_ev": 0.864, "molar_mass_g_mol": 118.1, "de_lowest_ev": 1.586, "elements": ["N", "C", "N", "C", "O", "C", "N", "N", "H", "H", "H", "H", "H", "H", "H", "H", "H", "H"], "coordinates": [[0.93894, -1.68763, -0.18603], [0.66855, -0.28678, -0.33569], [0.92773, 0.06511, -1.70205], [1.37448, 0.61075, 0.69602], [0.14110, 1.07547, 1.23720], [-0.67119, 0.26843, 0.31551], [-1.46743, -0.71878, 0.96235], [-1.48211, 1.03877, -0.56504], [0.33345, -2.22893, -0.79126], [0.79631, -1.99508, 0.76699], [0.31387, -0.45136, -2.32053], [0.78832, 1.05354, -1.86557], [1.96526, 1.42210, 0.26637], [1.96993, 0.07252, 1.43605], [-0.95982, -1.13069, 1.73621], [-2.32213, -0.31578, 1.33032], [-2.33268, 1.34478, -0.10541], [-0.98258, 1.86355, -0.87545]], "atomic_forces_ev_per_a": [[0.17, -0.10, 0.07], [0.14, 0.27, 0.31], [0.16, 0.08, -0.09], [0.17, -0.23, -0.26], [-0.52, 0.12, 0.14], [0.36, -0.13, -0.15], [-0.15, 0.08, 0.07], [-0.15, 0.05, 0.08], [-0.06, -0.09, 0.10], [-0.04, -0.08, -0.08], [-0.06, 0.12, -0.07], [-0.04, -0.07, -0.08], [0.07, -0.03, -0.03], [0.07, -0.03, -0.03], [-0.10, 0.07, -0.04], [0.03, -0.05, 0.04], [0.03, 0.05, -0.04], [-0.10, -0.05, 0.07]], "mulliken_charge": [-0.67, 0.35, -0.68, -0.79, -0.48, 0.84, -0.61, -0.62, 0.29, 0.27, 0.29, 0.27, 0.28, 0.28, 0.25, 0.25, 0.25, 0.25]}